No. 1
DFT (wB97M-V/def2-TZVPD) results for F14KN7Na2O28S14 as an isolated structure in a non-equilibrium geometry.

The geometry in XYZ format:
```
66
Properties=species:S:1:pos:R:3:forces:R:3
Na 0.54777 -2.45224 1.20794 -0.57 -0.09 0.21
Na -2.81407 -2.18810 1.06620 0.02 0.75 -0.13
K 3.28302 -0.68453 1.65861 0.11 0.79 -0.27
N 0.74045 -0.37381 0.29138 -1.20 1.63 3.15
S -0.32677 0.67794 1.06846 -2.25 -0.23 4.26
O -1.69861 0.17264 1.01772 1.75 0.44 -0.27
O 0.00639 2.07465 1.06380 -0.49 -1.65 -0.70
F 0.05259 0.27209 2.58748 0.64 -0.12 -1.14
S 0.58100 0.38619 -1.06236 -0.06 0.30 -8.21
O 1.47909 1.45015 -1.36100 -0.16 -0.72 1.08
O -0.79320 0.50881 -1.52888 1.78 0.00 1.67
F 1.12936 -0.84795 -1.91823 0.23 -0.01 0.21
N -2.31180 4.49750 -2.62111 -4.78 0.56 -2.98
S -2.77106 4.65849 -4.26499 -3.72 -0.95 -1.47
O -3.78515 3.64963 -4.70920 2.84 2.71 1.52
O -1.79269 5.13226 -5.24313 -1.95 -0.51 1.77
F -3.70539 5.97323 -3.94515 0.34 -0.40 -0.43
S -0.87715 4.25193 -2.89831 8.87 -0.96 1.09
O -0.06881 5.45217 -3.08356 -0.65 -0.60 0.92
O -0.49603 3.19346 -3.79123 -0.71 -0.12 0.58
F -0.47066 3.69612 -1.40660 -0.42 0.66 -1.02
N -0.20531 0.53504 -6.49831 -2.20 -2.49 2.94
S -1.16718 -0.24462 -5.31675 2.57 -0.80 4.25
O -1.20014 -1.69183 -5.41976 0.02 1.22 -0.68
O -2.29704 0.39047 -4.67532 0.55 -0.26 -1.96
F -0.05247 0.01229 -4.17985 -0.19 -0.47 -0.72
S -1.39571 0.89934 -7.39693 -1.90 3.56 -3.45
O -1.92814 2.23493 -7.13835 -0.14 -2.19 -0.38
O -2.26470 -0.16250 -7.90690 0.43 0.95 1.08
F -0.50116 1.17521 -8.66059 0.79 0.26 -1.56
N 1.48166 1.57868 6.06026 4.15 -5.48 -3.43
S 0.46148 1.62517 7.11930 -8.48 4.75 4.97
O 0.71565 1.13469 8.45940 0.05 -1.19 -1.08
O -0.93539 1.76045 6.64510 2.63 -1.51 1.07
F 0.76972 3.12931 7.36517 0.27 2.69 0.79
S 1.63409 -0.07943 5.97464 0.69 -3.57 0.14
O 0.43352 -0.94366 6.20114 2.79 2.85 -0.69
O 2.87188 -0.67910 6.54024 -2.14 1.95 -1.42
F 1.85476 -0.06688 4.39653 0.45 -0.52 -0.15
N 5.71276 0.24189 0.32315 0.01 -3.73 -2.18
S 5.57736 1.45162 -0.60023 -2.74 8.69 -1.48
O 4.31993 1.64004 -1.32861 2.29 -1.67 0.28
O 6.78851 1.92438 -1.23589 -0.78 -0.46 1.00
F 5.20304 2.54924 0.56319 1.27 -0.59 0.27
S 5.66375 -0.81727 -1.09124 -1.27 -3.57 0.03
O 6.74137 -0.66363 -2.06949 -2.37 -0.30 1.75
O 4.27013 -1.22662 -1.47847 4.09 1.16 1.27
F 6.16698 -2.07577 -0.18251 -0.24 0.24 -0.45
N -3.16217 -1.65223 3.39906 3.47 -4.46 1.32
S -3.11077 -0.43045 4.30195 -4.14 8.52 1.80
O -2.29902 0.66685 3.84984 0.35 -1.53 0.68
O -3.43467 -0.53688 5.70173 1.16 -0.97 -0.72
F -4.57396 0.13032 3.80732 -0.06 -0.40 -0.49
S -1.77922 -2.43744 4.22958 1.45 -1.63 1.14
O -1.84380 -2.77435 5.70175 0.25 1.40 -5.23
O -0.51418 -2.02780 3.55817 -2.36 -0.94 1.54
F -2.03784 -3.81573 3.52655 -0.36 -0.67 -0.20
N -1.19216 -3.81788 0.30895 0.00 0.92 -4.65
S -1.38514 -5.35139 0.26376 -0.99 -5.17 4.90
O -0.41442 -6.14311 -0.47082 -1.64 1.03 -0.02
O -2.76383 -5.81968 0.47536 2.50 0.82 -1.12
F -0.77689 -5.40915 1.73803 0.17 -1.19 0.99
S -1.24038 -3.71220 -1.41609 -3.02 5.76 -3.10
O -2.48309 -4.03507 -2.08518 0.89 -1.74 1.62
O -0.05997 -3.83657 -2.17222 1.09 -0.47 1.00
F -1.55611 -2.12933 -1.31451 1.00 -0.28 0.51
```
Positions in Å, forces in eV/Å.

Computed properties:
* total energy: -282648.0843 eV
* net charge: -4
* orbital gap: 5.6 eV
* ΔE to the lowest compared entry with this formula, charge and spin: 734.3 kJ/mol

No. 2
DFT (wB97M-V/def2-TZVPD) results for C32H64O22S4 as an isolated structure in a non-equilibrium geometry.

The geometry in XYZ format:
```
122
Properties=species:S:1:pos:R:3:forces:R:3
C -20.26522 -14.60498 4.38497 -0.38 -1.04 -0.41
C -20.98379 -13.74903 5.44980 -0.92 -0.19 0.66
O -20.15269 -12.58853 5.65811 0.17 -0.33 -1.89
S -19.69849 -12.25133 4.15150 2.18 2.24 -1.02
O -18.41599 -11.62481 4.24108 -0.05 -0.33 0.27
O -20.65376 -11.54635 3.35333 -0.42 -1.11 0.90
O -19.46162 -13.73724 3.57759 -0.10 1.48 1.40
H -20.92555 -14.99132 3.61895 -0.67 -0.62 0.55
H -19.63137 -15.41409 4.78330 -0.19 0.49 0.00
H -21.10779 -14.18671 6.44346 0.10 -0.20 -0.33
H -21.96465 -13.37629 5.11874 0.25 -0.34 -0.07
C -12.62155 -11.64301 7.37604 -0.11 -0.32 -2.39
C -13.08126 -11.64944 5.86463 -0.38 -0.41 0.02
O -14.27797 -10.79610 5.83703 0.00 -0.33 0.91
S -14.36796 -9.92368 7.16847 -0.78 1.95 -0.40
O -15.43573 -10.32379 8.02988 -0.09 -0.25 -0.69
O -14.24537 -8.53041 6.83096 -0.43 -1.01 0.06
O -13.03366 -10.34829 7.80369 1.34 -0.50 0.95
H -11.52302 -11.67797 7.44663 -0.65 -0.27 0.30
H -13.19098 -12.47452 7.82105 0.50 0.52 0.60
H -13.37317 -12.66004 5.52758 -0.01 0.53 0.16
H -12.43713 -11.20164 5.10802 0.45 -0.04 0.46
C -17.53529 -13.29208 8.33506 -1.75 1.61 -1.18
C -17.06384 -12.80170 6.97212 0.02 -0.38 -0.08
O -15.76959 -13.45966 6.85049 0.42 -0.61 0.73
S -15.76064 -14.75617 7.81470 0.89 -1.13 -0.27
O -14.92587 -14.56039 8.96987 -0.57 0.53 -0.75
O -15.52107 -15.94232 7.05013 -0.47 0.77 0.14
O -17.30679 -14.68335 8.23912 1.28 -0.76 0.12
H -18.63477 -13.16102 8.32558 0.64 0.13 0.77
H -16.94938 -12.82161 9.14441 -0.61 -0.21 -0.12
H -16.97726 -11.73007 6.86830 0.32 0.11 0.20
H -17.66391 -13.19426 6.14647 -0.11 0.08 0.32
C -18.13301 -8.80226 5.33037 0.26 -0.92 -0.55
C -17.63628 -7.61005 6.13957 -0.69 0.60 0.72
O -18.56588 -7.48383 7.29463 -0.20 -0.52 -0.85
S -19.58522 -8.69633 7.21162 0.47 -2.53 3.41
O -20.90045 -8.32326 7.56835 -0.10 0.51 0.00
O -19.00394 -9.86168 7.91421 -0.71 2.15 -1.40
O -19.52336 -8.94317 5.69821 0.22 0.11 -1.36
H -17.64413 -9.75033 5.57923 0.08 0.33 -0.05
H -18.12564 -8.67153 4.24132 0.14 0.12 0.43
H -17.79012 -6.69671 5.55838 0.43 -0.03 0.30
H -16.66765 -7.72046 6.61951 0.23 0.04 -0.62
C -15.47340 -18.61058 4.80491 -0.65 0.53 0.62
C -14.17301 -17.87721 4.41886 -0.50 -0.09 -0.66
C -14.28500 -18.06694 2.90383 1.12 0.43 -1.13
O -15.64899 -18.04647 2.50421 0.77 0.89 0.03
C -16.34565 -18.71137 3.50931 -0.15 0.19 1.00
H -16.06901 -18.01943 5.52542 0.56 -0.60 0.10
H -15.19011 -19.59330 5.18868 -0.45 0.08 0.15
H -13.26531 -18.31307 4.85852 -0.34 -0.21 -0.30
H -14.11794 -16.81710 4.69147 -0.50 -0.15 -0.11
H -13.86725 -19.02233 2.56202 0.20 -0.07 0.28
H -13.78014 -17.27645 2.34190 -0.01 -0.07 -0.01
H -16.49439 -19.74157 3.19871 -0.31 -0.33 0.15
H -17.30569 -18.17960 3.64639 0.25 -0.53 -0.08
C -16.18650 -13.36201 1.86230 0.05 0.52 -0.75
C -15.52409 -11.96689 1.94618 0.04 -1.23 0.95
C -14.14363 -12.39542 2.42146 0.76 -0.70 0.50
O -14.31873 -13.50946 3.33856 -0.27 -0.04 -1.33
C -15.51168 -14.23416 2.91604 -0.17 0.38 0.67
H -15.91467 -13.79639 0.89322 -0.23 0.11 0.01
H -17.26860 -13.33755 1.91988 -0.14 -0.01 0.13
H -16.07649 -11.32341 2.64406 0.43 -0.14 0.01
H -15.40812 -11.47006 1.01226 -0.30 0.36 -0.87
H -13.63571 -11.63852 2.99871 0.24 0.38 0.10
H -13.44713 -12.71756 1.59600 -0.83 0.33 0.45
H -16.02900 -14.33962 3.88710 -0.34 -0.28 -0.71
H -15.39727 -15.21252 2.39644 0.74 0.31 0.98
C -16.23766 -17.98781 9.85104 -0.32 -0.11 0.44
C -14.93953 -18.46041 9.23021 0.71 0.07 -1.51
C -14.32541 -19.37127 10.24398 -0.52 -0.04 0.82
O -14.67581 -18.79000 11.48839 -0.74 0.89 0.63
C -15.94835 -18.05408 11.36235 0.99 -0.82 0.04
H -17.06411 -18.64690 9.53841 0.25 0.17 0.31
H -16.50519 -16.97700 9.57081 -0.03 0.15 -0.19
H -14.20999 -17.66148 9.05537 -0.46 0.23 -0.05
H -15.09724 -18.96324 8.26151 0.04 0.23 0.28
H -13.23876 -19.43040 10.21973 0.02 -0.08 -0.18
H -14.76203 -20.36349 10.20960 0.04 -0.52 -0.21
H -15.81296 -17.07973 11.83983 0.11 -0.01 -0.23
H -16.69968 -18.58621 11.94692 -0.12 -0.10 -0.16
C -16.14433 -11.16696 12.11620 0.27 -0.07 -0.85
C -14.92083 -12.09471 12.15826 -0.55 0.24 -0.74
C -15.02137 -12.63540 13.56466 0.41 -0.98 0.03
O -16.42060 -12.83793 13.81692 0.56 0.18 -0.52
C -17.13774 -11.86986 13.03218 -1.11 0.43 0.98
H -16.57208 -11.10700 11.09418 0.38 0.38 0.55
H -15.77734 -10.19043 12.45411 -0.72 -0.02 0.02
H -13.99733 -11.56478 11.93547 0.09 0.05 0.17
H -15.04535 -12.84492 11.36417 0.16 -0.29 0.52
H -14.59902 -11.95023 14.31308 -0.07 0.06 -0.17
H -14.46492 -13.59120 13.63329 -0.56 0.29 0.28
H -17.65792 -11.16500 13.73794 0.48 -0.46 -0.60
H -17.95463 -12.38383 12.47598 0.65 0.15 0.23
C -12.61550 -15.72330 11.19581 0.35 -0.45 -0.74
C -11.57899 -15.94051 12.31917 -0.76 -0.01 0.78
C -10.25202 -16.24646 11.66058 -0.09 0.37 -1.09
O -10.46438 -16.03763 10.23268 0.08 -0.09 0.13
C -11.85527 -16.18127 9.89934 0.00 0.79 1.44
H -12.92347 -14.67741 11.21894 0.05 -0.03 -0.52
H -13.51460 -16.34086 11.23436 0.03 0.07 0.57
H -11.87135 -16.74901 12.98213 -0.11 -0.20 0.04
H -11.50488 -15.05184 12.96441 -0.04 -0.19 -0.32
H -9.90780 -17.27193 11.82137 -0.09 0.02 0.03
H -9.47812 -15.54985 12.02423 -0.11 -0.31 -0.50
H -12.14291 -17.22332 9.66542 0.40 0.26 0.07
H -12.09035 -15.54117 9.04142 0.23 -0.19 0.10
C -20.99488 -14.36565 10.47741 -0.33 0.75 1.16
C -20.47614 -12.90066 10.51577 -0.42 0.42 1.32
C -21.19666 -12.17129 9.36841 0.29 -0.56 0.18
O -21.77287 -13.22160 8.60086 -0.50 -0.73 -0.18
C -22.16405 -14.25009 9.54847 -0.14 0.30 -1.26
H -21.34185 -14.71563 11.47226 0.47 0.13 -0.52
H -20.20924 -15.00433 10.11531 0.13 -0.50 -0.25
H -19.39201 -12.88129 10.44239 0.01 0.16 0.03
H -20.78424 -12.41067 11.47278 0.53 -0.41 -0.62
H -20.54400 -11.59237 8.71714 -0.03 0.03 0.04
H -21.96685 -11.51474 9.78374 -0.11 0.00 -0.18
H -22.43348 -15.16400 9.00846 0.29 0.19 -0.14
H -23.07628 -13.92796 10.04258 -0.13 0.19 0.39
```
Positions in Å, forces in eV/Å.

Computed properties:
* total energy: -122600.5845 eV
* orbital gap: 9.6 eV
* ΔE to the lowest compared entry with this formula, charge and spin: 102.5 kJ/mol

Question: What is the orbital gap in the second record?
Answer: 9.6 eV